ORCA calculation (ωB97M-V with the def2-TZVPD basis set) on a molecular structure, C14H19BrMnN3O5Se.

Geometry (Å):
Mn  -0.563  0.138  -0.045
C  0.408  -0.942  -4.481
N  1.422  -0.917  -3.428
C  2.774  -1.303  -3.813
C  1.119  -0.433  -2.239
O  -0.014  0.027  -1.982
C  2.189  -0.419  -1.155
O  1.579  0.131  -0.002
C  2.165  -0.142  1.258
C  1.035  -0.125  2.282
O  -0.114  0.209  1.927
N  1.304  -0.465  3.527
C  0.220  -0.545  4.506
C  2.646  -0.792  3.997
H  0.488  -1.887  -5.014
H  0.565  -0.119  -5.179
H  -0.577  -0.856  -4.036
H  2.710  -2.129  -4.517
H  3.353  -1.640  -2.958
H  3.294  -0.474  -4.294
H  3.028  0.210  -1.464
H  2.543  -1.435  -0.961
H  2.890  0.641  1.495
H  2.664  -1.114  1.258
H  -0.719  -0.720  3.992
H  0.154  0.380  5.079
H  0.428  -1.374  5.179
H  3.409  -0.300  3.400
H  2.810  -1.871  3.985
H  2.749  -0.436  5.020
Br  -3.680  -1.896  -0.433
C  -3.717  -0.030  -0.213
C  -4.969  0.564  -0.176
C  -5.055  1.939  -0.066
C  -3.886  2.680  -0.016
C  -2.684  2.015  -0.054
N  -2.579  0.668  -0.132
C  -1.378  2.787  -0.038
O  -1.383  3.991  -0.010
O  -0.342  2.007  -0.075
H  -5.848  -0.058  -0.242
H  -6.022  2.422  -0.034
H  -3.867  3.758  0.046
Se  -0.547  -2.146  0.107

Values from the calculation:
HOMO level (alpha / beta), eV: -11.12 / -10.92
Largest force on an atom, Eh/bohr: 0.0146
Energy relative to the best compared isomer or geometry (same formula, charge and spin), kcal/mol: 0.0
Orbital gap (alpha / beta), eV: 7.6 / 6.9
2S+1: 4
Charge: +1
⟨S²⟩: 4.116

=====

ORCA calculation (ωB97M-V with the def2-TZVPD basis set) on 6 unconnected molecules or ions with the total composition C14H19Cl4F3O12.

Geometry (Å):
O  -12.596  -25.580  -8.208
C  -11.427  -25.428  -8.273
O  -10.500  -26.386  -7.994
C  -9.237  -25.788  -7.886
C  -9.416  -24.454  -8.592
F  -9.059  -24.492  -9.922
O  -10.815  -24.277  -8.594
H  -8.955  -25.568  -6.850
H  -8.433  -26.371  -8.330
H  -8.947  -23.590  -8.126
O  -4.558  -17.154  -9.132
C  -5.432  -17.106  -8.330
O  -6.525  -17.873  -8.350
C  -7.392  -17.528  -7.258
C  -6.373  -16.797  -6.335
F  -5.767  -17.715  -5.534
O  -5.500  -16.267  -7.285
H  -8.249  -16.956  -7.615
H  -7.749  -18.499  -6.914
H  -6.826  -16.056  -5.685
O  -5.420  -23.616  -3.884
C  -5.538  -24.806  -3.783
O  -5.260  -25.494  -2.662
C  -5.356  -26.894  -2.997
C  -6.299  -26.844  -4.190
F  -7.617  -26.695  -3.776
O  -5.926  -25.619  -4.769
H  -4.412  -27.267  -3.408
H  -5.703  -27.455  -2.138
H  -6.229  -27.736  -4.810
C  -6.976  -21.162  -6.297
O  -6.637  -20.981  -7.676
C  -7.675  -20.671  -8.450
O  -8.798  -20.510  -8.060
O  -7.218  -20.581  -9.685
C  -8.088  -20.096  -10.698
H  -7.217  -20.302  -5.676
H  -6.115  -21.646  -5.837
H  -7.770  -21.907  -6.263
H  -8.963  -19.554  -10.330
H  -8.556  -20.982  -11.132
H  -7.597  -19.442  -11.404
Cl  -8.411  -15.924  -10.855
C  -8.620  -16.525  -12.505
Cl  -9.872  -17.819  -12.434
H  -8.845  -15.706  -13.174
H  -7.697  -17.032  -12.764
Cl  -6.843  -20.908  -13.469
C  -6.670  -21.324  -15.164
Cl  -7.773  -22.583  -15.822
H  -6.916  -20.416  -15.699
H  -5.650  -21.653  -15.309

Values from the calculation:
HOMO level, eV: -10.95
Largest force on an atom, Eh/bohr: 0.0525
Energy relative to the best compared isomer or geometry (same formula, charge and spin), kcal/mol: 27.9
Orbital gap, eV: 11.2

=====

ORCA calculation (ωB97M-V with the def2-TZVPD basis set) on a molecular structure, C14H19Cl5MoN4O4S3.

Geometry (Å):
Mo  -1.875  0.309  2.049
Cl  -1.339  3.326  1.591
C  -3.035  3.557  1.981
Cl  -3.819  1.980  1.957
H  -3.502  4.205  1.234
H  -3.107  3.952  3.000
N  -2.706  -1.733  1.290
H  -3.677  -1.684  0.962
H  -2.724  -2.372  2.091
H  -2.173  -2.206  0.553
C  -1.777  0.057  -4.731
C  -0.809  -1.035  -4.297
C  -0.759  -1.201  -2.777
N  -0.064  -0.100  -2.142
C  -0.446  0.602  -1.108
S  -2.060  0.423  -0.448
N  0.337  1.522  -0.534
C  1.745  1.836  -0.762
O  2.035  2.994  -0.742
C  2.658  0.704  -0.881
C  3.938  0.972  -1.381
C  4.894  -0.024  -1.411
C  4.584  -1.290  -0.939
C  3.319  -1.564  -0.433
C  2.358  -0.574  -0.393
H  -1.780  0.139  -5.814
H  -1.499  1.025  -4.320
H  -2.788  -0.184  -4.415
H  0.189  -0.822  -4.683
H  -1.124  -1.990  -4.719
H  -0.220  -2.122  -2.532
H  -1.774  -1.243  -2.378
H  0.849  0.116  -2.540
H  -0.133  2.313  -0.095
H  4.157  1.969  -1.729
H  5.883  0.194  -1.783
H  5.333  -2.065  -0.948
H  3.089  -2.546  -0.050
H  1.395  -0.777  0.062
O  -1.587  0.809  5.956
S  -2.267  1.141  4.769
O  -1.289  1.312  3.576
O  -3.223  2.191  4.685
S  -3.117  -0.575  3.948
Cl  3.243  -1.349  3.337
C  1.631  -2.108  3.362
Cl  1.014  -2.288  5.056
Cl  1.672  -3.701  2.548
C  0.645  -1.319  2.703
N  -0.293  -0.776  2.273

Values from the calculation:
HOMO level (alpha / beta), eV: -15.26 / -15.26
Largest force on an atom, Eh/bohr: 0.0934
Energy relative to the best compared isomer or geometry (same formula, charge and spin), kcal/mol: 39.7
Orbital gap (alpha / beta), eV: 6.9 / 6.7
2S+1: 3
Charge: +2
⟨S²⟩: 2.028